ORCA calculation (ωB97M-V with the def2-TZVPD basis set) on a cluster of 9 separate species, C69H155N9O13 in total at a distorted geometry.

## Properties
- HOMO-LUMO gap (eV) = 8.3
- SMILES string = CC1(C)CCCC(C)(C)N1O.CC1(C)CCCC(C)(C)N1O.CC1(C)CCCC(C)(C)N1O.CC1(C)CCCC(C)(C)N1O.CC1(C)CCCC(C)(C)N1O.COCCNCCOC.COCCNCCOC.COCCNCCOC.COCCNCCOC
- highest occupied orbital energy (eV) = -8.00
- energy relative to the best compared isomer or geometry (same formula, charge and spin) (kJ/mol) = 741.54
- total energy (hartree) = -4192.2374

Positions of all 246 atoms, in Å:
C -1.01 -9.69 12.17
C -1.16 -10.73 11.13
C -0.92 -10.10 9.79
C 0.48 -9.71 9.41
C 1.31 -11.06 9.47
C 1.19 -11.83 10.92
N -0.25 -11.93 11.30
O -0.49 -12.64 12.51
C 1.66 -13.23 10.69
C 2.02 -11.12 12.01
C -2.66 -11.28 11.14
H -1.07 -10.18 13.14
H -1.76 -8.90 12.12
H -0.05 -9.17 12.11
H -1.20 -10.84 9.04
H -1.52 -9.21 9.59
H 0.75 -8.88 10.07
H 0.48 -9.13 8.48
H 2.36 -10.79 9.43
H 1.07 -11.74 8.65
H 1.81 -13.90 11.54
H 0.88 -13.67 10.07
H 2.59 -13.29 10.14
H 1.95 -11.38 13.07
H 3.03 -11.44 11.78
H 1.92 -10.04 12.11
H -2.93 -12.03 11.89
H -3.00 -11.63 10.17
H -3.36 -10.47 11.31
H -0.81 -13.48 12.16
C 0.02 -11.79 23.05
C 0.87 -12.39 21.89
C -0.08 -13.15 21.02
C 0.29 -13.48 19.59
C 0.84 -12.23 18.83
C 1.85 -11.43 19.70
N 1.43 -11.28 21.11
O 2.27 -10.48 21.89
C 3.22 -12.18 19.63
C 2.06 -10.12 18.95
C 2.07 -13.23 22.51
H 0.68 -11.16 23.66
H -0.33 -12.52 23.78
H -0.79 -11.21 22.62
H -0.18 -14.16 21.44
H -1.07 -12.70 21.07
H -0.66 -13.78 19.15
H 1.02 -14.27 19.42
H -0.03 -11.57 18.71
H 1.22 -12.44 17.83
H 3.79 -12.14 18.70
H 3.92 -11.70 20.31
H 3.13 -13.23 19.93
H 1.07 -9.77 18.65
H 2.69 -9.43 19.53
H 2.48 -10.22 17.95
H 1.77 -13.78 23.40
H 2.89 -12.57 22.80
H 2.43 -13.90 21.73
H 1.81 -9.64 21.85
C 5.59 -18.29 15.75
C 5.49 -18.92 17.23
C 4.55 -20.12 17.09
C 4.72 -21.20 18.23
C 6.17 -21.41 18.59
C 7.09 -20.23 18.73
N 6.85 -19.33 17.62
O 7.71 -18.22 17.58
C 6.85 -19.61 20.15
C 8.54 -20.72 18.74
C 4.82 -17.91 18.21
H 4.57 -18.06 15.44
H 6.08 -19.02 15.11
H 6.12 -17.34 15.68
H 3.56 -19.68 17.06
H 4.64 -20.66 16.14
H 4.22 -22.12 17.93
H 4.28 -20.89 19.18
H 6.58 -22.13 17.88
H 6.26 -21.91 19.56
H 7.41 -18.70 20.34
H 5.81 -19.38 20.35
H 7.23 -20.23 20.96
H 8.79 -21.24 17.82
H 9.23 -19.88 18.73
H 8.84 -21.39 19.55
H 3.97 -17.41 17.74
H 5.62 -17.22 18.51
H 4.41 -18.35 19.12
H 8.32 -18.46 16.88
C -3.42 -13.55 28.58
C -3.13 -14.98 28.91
C -3.27 -15.76 27.50
C -2.63 -17.15 27.62
C -1.20 -17.06 28.09
C -1.08 -16.51 29.44
N -1.72 -15.16 29.50
O -1.46 -14.43 30.67
C -1.56 -17.59 30.38
C 0.41 -16.27 29.78
C -4.35 -15.43 29.78
H -2.52 -13.18 28.08
H -3.21 -12.87 29.42
H -4.23 -13.28 27.90
H -4.33 -15.85 27.25
H -2.75 -15.27 26.68
H -2.47 -17.69 26.69
H -3.27 -17.78 28.24
H -0.54 -16.41 27.51
H -0.73 -18.02 27.89
H -2.65 -17.68 30.37
H -1.03 -18.53 30.25
H -1.50 -17.31 31.43
H 1.03 -17.16 29.96
H 0.93 -15.76 28.96
H 0.52 -15.64 30.66
H -4.45 -16.51 29.91
H -5.27 -15.22 29.23
H -4.34 -14.97 30.76
H -0.85 -13.74 30.41
C -5.57 -10.64 16.97
C -5.65 -9.18 17.43
C -6.20 -8.46 16.12
C -6.85 -7.06 16.30
C -7.78 -7.05 17.44
C -7.30 -7.66 18.82
N -6.64 -8.99 18.51
O -6.26 -9.67 19.68
C -6.36 -6.76 19.62
C -8.59 -7.95 19.62
C -4.30 -8.51 17.89
H -4.95 -10.74 16.08
H -6.54 -10.98 16.61
H -5.16 -11.28 17.76
H -5.40 -8.28 15.41
H -6.96 -8.95 15.50
H -7.39 -6.72 15.41
H -6.04 -6.34 16.43
H -8.65 -7.62 17.10
H -8.21 -6.09 17.70
H -5.78 -6.14 18.93
H -6.93 -5.98 20.14
H -5.72 -7.28 20.33
H -9.12 -7.09 20.03
H -9.28 -8.62 19.10
H -8.37 -8.49 20.53
H -3.89 -8.99 18.77
H -4.35 -7.46 18.18
H -3.57 -8.52 17.08
H -6.72 -10.51 19.65
C 0.42 -6.54 22.04
O 1.79 -6.41 22.42
C 1.95 -5.74 23.62
C 3.36 -5.75 24.20
N 4.09 -4.77 23.51
C 5.43 -4.70 23.94
C 6.31 -5.77 23.42
O 6.51 -5.52 22.03
C 6.86 -6.76 21.38
H 0.35 -6.98 21.05
H -0.01 -5.56 21.86
H -0.08 -7.13 22.82
H 1.33 -6.17 24.41
H 1.66 -4.70 23.44
H 3.80 -6.74 24.32
H 3.31 -5.53 25.27
H 4.27 -5.07 22.56
H 5.42 -4.67 25.03
H 5.69 -3.72 23.55
H 5.88 -6.74 23.67
H 7.22 -5.72 24.02
H 6.06 -7.49 21.46
H 7.68 -7.28 21.88
H 7.01 -6.61 20.31
C 10.05 -11.05 24.80
O 8.67 -11.38 24.77
C 7.86 -10.96 25.86
C 6.41 -11.19 25.46
N 5.29 -10.98 26.40
C 5.20 -12.04 27.38
C 4.21 -11.53 28.49
O 2.93 -11.30 27.89
C 2.41 -10.06 28.09
H 10.16 -10.12 24.25
H 10.65 -11.75 24.21
H 10.36 -10.90 25.83
H 7.99 -9.93 26.21
H 8.12 -11.58 26.72
H 6.25 -12.15 24.96
H 6.25 -10.43 24.70
H 4.40 -10.81 25.95
H 6.15 -12.09 27.92
H 4.95 -13.01 26.96
H 4.62 -10.72 29.09
H 4.01 -12.28 29.26
H 3.07 -9.20 28.17
H 1.89 -10.03 29.05
H 1.60 -9.86 27.39
C 16.33 -18.34 18.98
O 15.51 -17.35 19.58
C 14.18 -17.26 18.95
C 13.43 -16.06 19.46
N 13.56 -14.67 18.94
C 12.56 -13.88 19.61
C 12.44 -12.45 19.06
O 11.61 -12.47 17.89
C 10.20 -12.46 18.09
H 17.34 -18.16 19.34
H 16.33 -18.24 17.89
H 16.01 -19.35 19.23
H 13.69 -18.19 19.25
H 14.28 -17.29 17.87
H 13.37 -15.89 20.54
H 12.37 -16.31 19.35
H 13.18 -14.67 18.00
H 12.80 -13.91 20.67
H 11.57 -14.32 19.56
H 13.37 -11.97 18.76
H 12.05 -11.75 19.80
H 9.92 -11.55 18.62
H 9.82 -13.39 18.52
H 9.63 -12.39 17.16
C -9.18 -16.93 16.70
O -8.35 -16.44 17.73
C -8.90 -15.30 18.33
C -10.13 -15.69 19.21
N -10.90 -14.58 19.73
C -10.24 -13.35 20.18
C -9.56 -13.60 21.53
O -8.15 -13.37 21.35
C -7.42 -13.35 22.55
H -8.54 -17.27 15.89
H -9.84 -16.16 16.30
H -9.67 -17.79 17.16
H -8.99 -14.49 17.60
H -8.17 -14.83 18.99
H -9.73 -16.32 20.00
H -10.77 -16.43 18.72
H -11.71 -14.43 19.15
H -10.90 -12.49 20.31
H -9.59 -13.09 19.34
H -9.68 -14.61 21.91
H -10.01 -12.84 22.17
H -6.36 -13.17 22.37
H -7.55 -14.28 23.11
H -7.69 -12.55 23.24